# 1
A molecular structure, C27H26MoN2O2PS5Sb, computed with ωB97M-V/def2-TZVPD.

The charge is +1. As for the LUMO energy (spin up / spin down): -0.2040 / -0.2104 Ha. Its spin multiplicity is 2. As for the highest occupied orbital energy (spin up / spin down): -10.490 / -10.435 eV. The relative energy (zero: lowest compared OMol25 entry of this formula, charge and spin) comes out at 50.9 kcal/mol.

Structure (XYZ):
```
65
Properties=species:S:1:pos:R:3:forces:R:3:lowdin_spin:R:1
Mo 0.182 0.198 0.115 3.187 2.057 2.958 0.554
S 2.317 1.362 3.798 0.117 -1.118 -0.117 0.090
Sb 2.252 -0.758 2.860 -0.054 1.637 0.393 0.060
S 2.520 -0.007 0.462 -0.902 -0.280 -0.837 0.027
S -0.169 -0.732 2.350 -0.098 0.709 -1.967 0.137
O -2.080 0.665 0.395 -0.400 0.541 -0.015 -0.002
N -1.604 -0.490 -0.202 -2.928 -2.364 -0.629 -0.012
C -2.464 -1.336 -0.674 0.335 0.863 0.510 0.052
C -2.084 -2.554 -1.312 0.621 -0.929 -0.430 0.002
C -3.087 -3.397 -1.826 0.051 0.396 0.207 0.016
C -2.775 -4.610 -2.398 0.063 -0.110 -0.068 -0.003
C -1.449 -5.018 -2.486 -0.149 0.134 0.051 0.018
C -0.447 -4.195 -2.005 -0.025 0.149 0.050 -0.001
C -0.741 -2.969 -1.419 -0.351 0.046 -0.032 0.014
P 0.689 -1.986 -0.859 0.726 -1.125 -0.619 -0.008
C 1.428 -3.133 0.338 0.012 0.075 0.184 -0.001
C 2.807 -3.230 0.524 -0.024 -0.037 -0.134 -0.001
C 3.316 -4.119 1.459 0.023 -0.118 -0.023 0.002
C 2.459 -4.899 2.221 0.010 0.060 -0.016 0.000
C 1.087 -4.768 2.071 -0.073 -0.022 0.038 0.001
C 0.570 -3.890 1.136 0.097 0.081 -0.139 0.002
C 1.693 -2.068 -2.367 0.005 0.339 -0.108 -0.002
C 2.660 -3.035 -2.633 -0.003 0.030 0.182 -0.001
C 3.284 -3.059 -3.869 0.070 -0.099 -0.038 0.000
C 2.965 -2.123 -4.838 -0.075 0.021 0.003 0.000
C 1.989 -1.173 -4.585 0.021 -0.028 -0.079 0.000
C 1.342 -1.160 -3.364 -0.153 -0.004 0.182 -0.001
H -2.347 0.462 1.322 0.344 -0.070 -0.280 -0.001
H -3.524 -1.106 -0.589 0.121 0.156 0.104 0.002
H -4.116 -3.078 -1.775 -0.169 0.035 0.052 0.001
H -3.560 -5.243 -2.780 -0.085 -0.028 -0.040 -0.001
H -1.194 -5.966 -2.934 -0.013 -0.080 -0.029 0.001
H 0.586 -4.504 -2.091 -0.023 -0.055 -0.006 0.000
H 3.480 -2.617 -0.061 -0.028 -0.061 0.053 0.000
H 4.385 -4.214 1.581 0.053 0.028 0.008 0.000
H 2.858 -5.606 2.933 0.037 -0.023 0.070 0.000
H 0.412 -5.353 2.675 -0.053 -0.096 0.094 0.000
H -0.501 -3.787 1.019 -0.016 -0.093 0.055 0.001
H 2.927 -3.775 -1.894 0.011 -0.038 0.018 0.000
H 4.019 -3.821 -4.082 0.065 -0.028 0.042 0.000
H 3.461 -2.156 -5.795 0.055 0.047 -0.084 0.000
H 1.723 -0.448 -5.338 -0.058 0.046 -0.095 0.000
H 0.529 -0.469 -3.177 0.062 0.090 -0.114 0.000
C 0.610 4.078 -3.769 0.521 0.473 -0.034 -0.001
O -0.477 3.172 -3.649 -0.179 -0.012 -0.130 0.001
C -0.410 2.175 -2.812 -1.006 -0.918 0.143 0.001
S -1.717 1.141 -2.710 -0.070 0.240 -0.262 0.067
S 0.965 1.857 -1.859 0.553 -0.385 0.994 -0.015
H 0.441 4.618 -4.699 0.028 -0.026 0.116 0.000
H 1.556 3.538 -3.806 -0.015 0.071 -0.076 0.000
H 0.619 4.770 -2.922 -0.021 -0.087 -0.101 0.000
N 0.606 2.213 1.110 0.443 0.171 0.031 0.000
C -0.387 3.225 1.400 -0.462 0.391 -0.068 0.000
C -1.426 3.481 0.516 0.073 -0.165 -0.096 0.000
C -2.358 4.461 0.816 0.025 0.013 -0.022 0.000
C -2.241 5.207 1.976 0.004 0.029 -0.004 0.000
C -1.183 4.973 2.839 -0.067 0.024 0.002 0.000
C -0.260 3.982 2.559 0.068 -0.220 -0.059 0.000
H 1.099 2.034 2.007 0.061 -0.308 -0.157 0.001
H 1.323 2.636 0.504 -0.281 -0.226 0.187 0.000
H -1.524 2.912 -0.402 0.012 0.053 0.057 0.000
H -3.174 4.639 0.133 -0.087 0.050 -0.084 0.000
H -2.966 5.973 2.202 -0.071 0.081 0.028 0.000
H -1.072 5.565 3.733 0.001 0.045 0.119 0.000
H 0.561 3.791 3.236 0.064 -0.026 0.060 0.000
```
Forces are in eV/Å.

# 2
C7H14N2O3 in the gas phase, computed with ωB97M-V/def2-TZVPD.

As for the LUMO energy: -0.0086 Ha. Its spin multiplicity is 1. As for the highest occupied orbital energy: -8.445 eV. The relative energy (zero: lowest compared OMol25 entry of this formula, charge and spin) comes out at 212.7 kcal/mol.

Structure (XYZ):
```
26
Properties=species:S:1:pos:R:3:forces:R:3:mulliken_charge:R:1
C 1.790 0.035 -1.857 -1.814 -0.088 -0.425 -1.563
C 1.288 0.337 -0.441 -0.163 1.587 -2.033 0.904
C 2.313 -0.014 0.585 3.482 1.082 -1.973 -1.515
C -0.013 -0.264 -0.086 -1.045 -2.152 1.422 -0.270
C -1.319 0.450 -0.233 0.819 1.827 -2.953 1.178
C -1.223 1.977 0.069 1.021 -1.351 2.041 -1.485
C -2.642 -0.086 0.161 -0.841 -2.189 1.857 -1.718
N 0.058 -1.528 0.303 1.029 0.651 -0.707 0.483
O 1.029 -2.277 0.017 -1.117 -0.312 0.361 -0.665
N -0.501 -2.040 1.858 -0.436 -0.372 -3.748 1.022
O -1.062 -3.098 1.818 0.680 1.345 1.486 -0.537
O 0.000 -1.269 2.587 -0.657 -0.653 2.006 -0.454
H 1.834 -0.997 -2.206 -0.137 -0.047 0.469 0.294
H 2.730 0.467 -1.945 1.938 0.670 -0.211 0.455
H 1.156 0.616 -2.527 -0.097 -0.275 -0.402 0.412
H 1.021 1.441 -0.547 1.019 -1.372 0.749 -0.256
H 2.459 -1.067 0.548 0.336 -0.753 0.047 0.435
H 3.409 0.442 0.355 -2.741 -0.693 0.592 0.302
H 1.970 0.215 1.525 -0.379 0.868 2.413 0.431
H -1.419 0.493 -1.358 0.321 -0.498 0.497 0.108
H -1.265 1.881 1.180 0.284 1.257 -0.438 0.333
H -2.072 2.521 -0.267 -0.735 0.276 -0.354 0.422
H -0.287 2.475 -0.284 -1.043 -0.433 0.460 0.416
H -3.371 0.387 -0.406 -1.292 1.170 -1.189 0.523
H -3.016 0.056 1.189 0.777 0.167 0.060 0.369
H -2.866 -1.153 -0.038 0.792 0.285 -0.028 0.376
```
Forces are in eV/Å.

# 3
C4H8N2O in the gas phase, computed with ωB97M-V/def2-TZVPD.

As for the LUMO energy (spin up / spin down): 0.0120 / 0.0168 Ha. Its spin multiplicity is 1. As for the highest occupied orbital energy (spin up / spin down): -6.594 / -6.898 eV. The relative energy (zero: lowest compared OMol25 entry of this formula, charge and spin) comes out at 201.6 kcal/mol.

Structure (XYZ):
```
15
Properties=species:S:1:pos:R:3:forces:R:3:mulliken_charge:R:1
C -0.152 0.203 -1.813 -2.046 0.844 2.629 0.042
C -0.940 0.215 -0.661 -1.489 0.006 -0.792 -0.558
C 0.797 -1.006 0.421 1.226 -0.504 -0.770 -0.871
C -0.260 0.820 1.636 -1.187 0.140 0.233 -0.866
N 1.031 -0.412 -1.932 0.154 -1.366 0.726 -0.011
N -0.463 -0.307 0.631 4.637 3.368 -1.191 0.218
O 2.014 -0.007 -2.563 0.020 0.690 -0.377 -0.525
H -0.736 0.689 -2.572 0.529 0.209 -1.115 0.355
H -2.048 0.504 -0.606 1.827 -0.505 -0.435 0.291
H 0.736 -1.884 -0.165 -0.487 -0.647 -0.195 0.379
H 1.745 -0.896 0.955 -0.955 0.755 0.235 0.273
H 0.107 1.754 1.033 -1.105 -1.787 1.509 0.285
H -1.219 0.817 2.272 1.056 1.088 -1.450 0.296
H 0.438 0.478 2.396 0.590 0.043 -0.368 0.410
H -1.049 -0.968 0.970 -2.773 -2.335 1.361 0.282
```
Forces are in eV/Å.

# 4
C19H21N3O4S2 in the gas phase, computed with ωB97M-V/def2-TZVPD.

As for the LUMO energy: 0.0152 Ha. Its spin multiplicity is 1. As for the highest occupied orbital energy: -7.490 eV. The relative energy (zero: lowest compared OMol25 entry of this formula, charge and spin) comes out at 43.5 kcal/mol.

Structure (XYZ):
```
49
Properties=species:S:1:pos:R:3:forces:R:3:mulliken_charge:R:1
C -0.588 4.532 1.990 -0.152 0.083 0.051 -0.821
O 0.538 3.858 1.487 0.220 -0.176 -0.101 -0.473
C 0.343 2.857 0.581 0.126 -0.105 -0.124 0.440
C -0.891 2.419 0.117 0.107 0.284 0.124 -0.751
C -0.973 1.379 -0.790 0.098 -0.010 -0.239 -0.912
C 0.169 0.749 -1.288 -0.048 0.268 0.138 0.790
N 0.077 -0.326 -2.157 0.022 -0.320 -0.192 0.509
C 1.237 -1.114 -2.500 -0.013 0.118 -0.051 -0.850
C 0.776 -2.496 -3.013 0.504 0.027 -0.012 -1.025
N -0.541 -2.829 -2.540 -0.082 -0.525 0.920 0.071
S -0.678 -3.463 -1.005 -0.145 -0.174 -0.156 1.285
O 0.482 -4.279 -0.799 0.258 0.289 0.007 -0.757
O -1.979 -4.058 -0.934 -0.164 0.321 0.024 -0.721
C -0.650 -2.133 0.206 0.035 -0.458 -0.343 -0.240
C -1.839 -1.557 0.614 -0.196 0.005 -0.065 -0.566
C -1.815 -0.582 1.592 0.268 -0.104 0.041 -0.991
C -0.609 -0.171 2.147 0.132 -0.028 0.214 0.959
C 0.595 -0.742 1.717 -0.535 -0.110 -0.135 -0.996
C 0.553 -1.748 0.758 0.086 0.003 0.107 -0.250
N 1.827 -0.294 2.180 0.277 -0.267 -0.349 0.073
C 2.087 0.473 3.274 -0.207 0.065 0.288 0.472
O 3.187 0.920 3.490 0.267 0.127 0.085 -0.656
C 0.924 0.644 4.226 -0.352 -0.053 -0.040 -0.631
S -0.611 1.092 3.367 0.164 0.050 0.061 -0.055
C -1.576 -1.914 -2.963 -0.391 0.231 -0.160 -0.732
C -1.000 -0.492 -3.100 -0.008 -0.086 -0.019 -0.845
C 1.406 1.211 -0.825 -0.057 -0.009 -0.114 -0.324
C 1.490 2.234 0.095 -0.212 0.252 0.178 -0.523
H -1.149 5.030 1.192 0.005 -0.020 0.017 0.350
H -0.198 5.283 2.676 -0.083 -0.023 -0.028 0.247
H -1.252 3.854 2.536 0.014 0.042 -0.045 0.271
H -1.807 2.869 0.467 -0.095 0.070 0.072 0.420
H -1.954 1.052 -1.095 -0.085 -0.061 -0.026 0.204
H 1.845 -1.246 -1.604 0.045 0.025 -0.047 0.484
H 1.854 -0.621 -3.270 0.070 -0.046 0.096 0.530
H 0.752 -2.518 -4.106 -0.017 -0.042 0.077 0.352
H 1.444 -3.281 -2.662 0.125 0.129 -0.231 0.420
H -2.767 -1.905 0.192 -0.161 -0.025 -0.004 0.539
H -2.727 -0.123 1.938 -0.154 0.002 0.040 0.506
H 1.458 -2.248 0.447 0.187 -0.048 0.011 0.744
H 2.631 -0.512 1.605 -0.051 0.137 0.135 0.239
H 0.752 -0.291 4.766 0.129 0.046 0.020 0.371
H 1.144 1.441 4.935 0.063 -0.075 -0.090 0.430
H -1.986 -2.253 -3.921 -0.046 0.044 0.110 0.412
H -2.368 -1.962 -2.216 -0.130 0.148 -0.150 0.287
H -1.775 0.254 -2.940 0.043 -0.039 -0.081 0.420
H -0.611 -0.354 -4.120 -0.097 0.065 0.012 0.321
H 2.324 0.784 -1.197 0.098 -0.066 -0.070 0.509
H 2.449 2.576 0.451 0.137 0.040 0.046 0.462
```
Forces are in eV/Å.

# 5
2 unconnected molecules or ions with the total composition C4H14N2O, computed with ωB97M-V/def2-TZVPD.

As for the LUMO energy: 0.0372 Ha. Its spin multiplicity is 1. As for the highest occupied orbital energy: -9.595 eV. The relative energy (zero: lowest compared OMol25 entry of this formula, charge and spin) comes out at 22.5 kcal/mol.

Structure (XYZ):
```
21
Properties=species:S:1:pos:R:3:forces:R:3:mulliken_charge:R:1
C -1.099 -1.292 1.765 -0.519 -0.063 0.158 -1.497
C -0.405 -0.518 0.647 -0.550 0.619 1.015 0.471
N 0.350 0.603 1.224 0.719 0.282 -0.066 -0.659
C 0.467 -1.447 -0.147 0.862 1.715 -0.419 -0.778
C 1.081 -0.731 -1.344 -0.256 -0.383 -1.131 -0.610
N 0.022 -0.335 -2.322 0.767 0.102 0.312 -0.598
H -1.927 -1.929 1.447 0.212 -0.146 -0.309 0.373
H -0.357 -1.909 2.272 0.004 -0.126 0.091 0.325
H -1.546 -0.640 2.518 0.128 0.206 -0.067 0.409
H -1.103 -0.020 -0.030 -0.342 -0.367 -0.011 0.237
H 1.180 0.317 1.736 -0.031 -0.255 -0.098 0.187
H -0.211 1.116 1.893 -0.160 -0.060 -0.051 0.310
H -0.178 -2.246 -0.499 0.471 -0.563 0.161 0.292
H 1.341 -1.667 0.474 -0.360 -1.014 0.193 0.350
H 1.726 0.107 -1.087 -0.352 0.278 0.462 0.354
H 1.784 -1.391 -1.856 -0.073 -0.335 0.079 0.401
H 0.140 0.648 -2.534 -0.191 0.049 -0.039 0.217
H 0.235 -0.821 -3.181 -0.263 0.026 -0.195 0.241
O -0.290 3.117 0.072 0.615 1.098 0.366 -0.694
H -1.094 3.027 -0.431 -0.053 -0.669 -0.154 0.297
H 0.190 2.291 0.255 -0.629 -0.396 -0.298 0.371
```
Forces are in eV/Å.

# 6
A molecular structure, C4H6IO3Ti, computed with ωB97M-V/def2-TZVPD.

As for the LUMO energy (spin up / spin down): -0.0302 / -0.0363 Ha. Its spin multiplicity is 4. As for the highest occupied orbital energy (spin up / spin down): -7.479 / -9.124 eV. The relative energy (zero: lowest compared OMol25 entry of this formula, charge and spin) comes out at 0.0 kcal/mol.

Structure (XYZ):
```
15
Properties=species:S:1:pos:R:3:forces:R:3:lowdin_spin:R:1
Ti 5.731 1.721 -0.723 -0.711 -0.646 0.045 2.830
I 3.671 -0.205 -0.563 0.711 0.668 -0.022 0.165
C -1.538 -0.234 1.576 0.516 -0.012 -0.483 0.000
C -0.503 0.135 0.518 -0.231 -0.121 0.387 0.001
C -0.080 -0.998 -0.424 -0.305 0.291 0.053 0.001
O -0.102 -0.396 -1.724 0.151 -0.069 0.224 0.001
C -0.628 0.843 -1.652 0.175 -0.113 0.338 0.001
O -0.727 1.583 -2.571 -0.200 0.184 -0.240 0.000
O -1.012 1.128 -0.383 0.044 -0.023 -0.068 0.000
H -1.855 0.671 2.087 -0.146 -0.049 0.067 0.000
H -1.051 -0.896 2.294 -0.098 0.005 0.076 0.000
H -2.388 -0.758 1.140 -0.081 0.115 -0.004 0.000
H 0.360 0.560 1.042 0.066 0.054 -0.263 0.001
H -0.803 -1.816 -0.418 0.106 -0.086 0.032 0.000
H 0.925 -1.337 -0.198 0.002 -0.197 -0.141 0.000
```
Forces are in eV/Å.